[1]
Molecular formula: C2H5N2S
Method: DFT, wB97M-V/def2-TZVPD

Last column: natural (NBO) charge in e.
Geometry (Å):
N 1.493 -0.181 -0.365  -0.72
C 0.414 -0.849 -0.056  0.39
N -0.665 -0.396 0.527  -0.55
C -1.081 1.137 0.191  -0.22
S -2.172 1.756 1.135  0.34
H 2.334 -0.710 -0.717  0.46
H 1.486 0.844 -0.484  0.44
H 0.379 -2.012 -0.211  0.25
H -1.419 -0.962 0.712  0.43
H -0.769 1.373 -0.733  0.19

- Spin multiplicity: 1
- Structure (SMILES): [NH2+]=CNC=S
- Total energy: -586.5989 a.u.
- Charge: +1

=====

[2]
Molecular formula: CH4NO2Si
Method: DFT, wB97M-V/def2-TZVPD

Last column: natural (NBO) charge in e.
Geometry (Å):
C -1.376 0.545 0.124  0.44
N 0.567 -2.053 -0.444  -1.40
O -2.344 0.683 -0.631  -0.73
O -0.715 1.411 0.742  -0.74
Si -0.432 -1.116 0.445  1.33
H 0.538 -1.988 -1.454  0.36
H 2.339 1.813 -0.336  -0.05
H 1.595 2.050 -0.316  0.04
H -0.173 -1.344 1.871  -0.25

- Spin multiplicity: 1
- Total energy: -535.2405 a.u.
- Charge: -1

=====

[3]
Molecular formula: C10H13O2
Method: DFT, wB97M-V/def2-TZVPD

Last column: natural (NBO) charge in e.
Geometry (Å):
C 1.621 -0.289 2.211  -0.58
C 0.996 -1.659 2.227  -0.62
C 3.244 -0.596 1.941  0.80
O 3.810 0.180 1.156  -0.79
O 3.646 -1.551 2.625  -0.80
H 1.433 0.503 1.520  0.20
H 1.756 0.162 3.209  0.20
H -0.052 -1.545 2.573  0.16
H 1.499 -2.393 2.827  0.24
H 0.679 -2.164 1.296  0.19
C 0.469 2.062 -1.510  -0.66
C -2.886 -0.675 -1.321  -0.25
C -2.935 0.399 -2.176  -0.22
C -1.691 -0.921 -0.630  -0.19
C -1.857 1.297 -2.302  -0.24
C -0.602 -0.074 -0.762  -0.22
C -0.692 1.084 -1.572  0.01
H -3.649 -1.432 -1.384  0.20
H -3.717 0.511 -2.920  0.20
H -1.702 -1.663 0.162  0.21
H -1.793 2.152 -2.990  0.20
H 0.201 -0.232 -0.058  0.24
H 0.182 3.069 -1.183  0.22
H 1.079 1.918 -2.399  0.23
H 0.961 1.855 -0.541  0.25

- Spin multiplicity: 1
- Total energy: -539.3417 a.u.
- Charge: -1

=====

[4]
Molecular formula: C30H74O28
Method: DFT, wB97M-V/def2-TZVPD

Last column: Löwdin charge in e.
Geometry (Å):
C -0.441 -1.632 0.101  -0.08
C -0.432 -0.692 1.165  -0.33
C -0.126 0.760 0.835  -0.35
O 0.079 1.597 1.705  0.09
C 0.116 1.069 -0.536  0.01
C 0.133 0.158 -1.549  -0.37
C -0.128 -1.323 -1.212  -0.33
O -0.026 -2.194 -2.112  -0.06
O 0.366 0.496 -2.745  -0.08
O -0.643 -1.040 2.327  0.03
H -0.656 -2.652 0.401  0.13
H 0.360 2.061 -0.906  0.11
C -1.175 -1.024 -5.189  -0.27
C -1.792 -1.171 -6.536  -0.26
O -0.861 -1.552 -7.551  -0.07
O -0.734 -2.298 -4.772  -0.07
H -1.924 -0.650 -4.469  0.11
H -0.365 -0.288 -5.115  0.11
H -2.285 -0.257 -6.865  0.12
H -2.553 -1.959 -6.449  0.12
H -0.598 -2.451 -7.329  0.08
H -0.504 -2.222 -3.822  0.04
C 3.404 -1.717 -3.107  -0.26
C 3.389 -0.342 -3.685  -0.24
O 3.060 0.649 -2.725  -0.10
O 4.541 -2.033 -2.336  -0.06
H 3.227 -2.488 -3.865  0.13
H 2.495 -1.864 -2.498  0.10
H 2.632 -0.308 -4.482  0.12
H 4.353 -0.062 -4.114  0.12
H 2.106 0.581 -2.539  0.03
H 4.486 -1.556 -1.501  0.05
C -3.635 1.489 1.636  -0.27
C -3.952 0.734 2.911  -0.23
O -2.808 0.560 3.743  -0.05
O -3.039 2.753 1.837  -0.04
H -4.617 1.561 1.137  0.12
H -2.971 0.874 1.010  0.10
H -4.263 -0.257 2.555  0.10
H -4.741 1.229 3.480  0.12
H -2.384 -0.254 3.441  0.04
H -3.024 3.221 0.998  0.07
C -3.510 -0.230 -1.618  -0.20
C -3.396 1.214 -2.049  -0.22
O -4.431 1.601 -2.977  -0.07
O -4.782 -0.378 -1.009  -0.08
H -2.751 -0.584 -0.929  0.11
H -3.466 -0.772 -2.576  0.12
H -2.409 1.384 -2.496  0.12
H -3.513 1.931 -1.237  0.11
H -4.309 1.060 -3.767  0.08
H -5.455 0.012 -1.576  0.10
C -3.781 -2.780 1.300  -0.24
C -3.992 -3.341 2.696  -0.22
O -4.995 -4.380 2.673  -0.09
O -5.072 -2.467 0.782  -0.08
H -3.294 -3.563 0.698  0.12
H -3.071 -1.946 1.336  0.10
H -4.381 -2.597 3.394  0.11
H -3.075 -3.802 3.062  0.10
H -5.379 -4.355 1.789  0.06
H -5.050 -1.673 0.218  0.04
C 2.034 0.738 5.004  -0.27
C 2.596 1.848 4.159  -0.26
O 2.094 3.120 4.547  -0.05
O 0.668 0.505 4.768  -0.04
H 2.203 1.064 6.049  0.11
H 2.603 -0.190 4.876  0.12
H 2.441 1.706 3.084  0.10
H 3.687 1.736 4.338  0.11
H 2.660 3.742 4.078  0.07
H 0.491 -0.436 4.813  0.05
C 1.170 3.280 -4.305  -0.27
C 1.613 3.976 -3.065  -0.23
O 0.831 5.179 -2.916  -0.09
O -0.092 2.681 -4.166  -0.08
H 1.895 2.509 -4.611  0.11
H 1.184 3.976 -5.153  0.12
H 2.655 4.316 -3.110  0.12
H 1.487 3.316 -2.197  0.09
H 1.320 5.771 -2.334  0.05
H 0.050 1.805 -3.732  0.03
C 4.647 3.869 -0.054  -0.22
C 3.678 2.750 0.006  -0.22
O 2.558 3.144 0.780  -0.09
O 5.150 4.268 1.253  -0.07
H 4.246 4.783 -0.490  0.11
H 5.518 3.576 -0.652  0.12
H 4.054 1.796 0.375  0.12
H 3.348 2.600 -1.035  0.11
H 1.833 2.490 0.758  0.07
H 5.776 3.591 1.525  0.07
C 0.413 -5.631 -1.943  -0.24
C -0.794 -5.325 -1.096  -0.29
O -1.642 -4.379 -1.678  -0.07
O 1.380 -4.574 -1.921  -0.10
H 0.096 -5.782 -2.983  0.12
H 0.946 -6.497 -1.540  0.11
H -0.425 -5.066 -0.084  0.11
H -1.404 -6.208 -0.868  0.11
H -1.101 -3.584 -1.874  0.04
H 0.980 -3.686 -2.036  0.04
C 2.536 -1.074 0.242  -0.19
C 1.944 -2.436 0.445  -0.21
O 2.072 -2.712 1.871  -0.06
O 3.958 -1.077 0.476  -0.07
H 2.090 -0.399 0.982  0.13
H 2.337 -0.694 -0.758  0.10
H 2.503 -3.165 -0.142  0.12
H 0.879 -2.386 0.203  0.02
H 2.089 -3.666 1.980  0.08
H 4.114 -1.283 1.402  0.08
C -0.728 -3.249 5.409  -0.25
C -0.673 -2.810 6.843  -0.25
O 0.281 -1.748 6.984  -0.06
O -1.449 -2.301 4.641  -0.07
H -1.195 -4.245 5.372  0.11
H 0.283 -3.316 4.990  0.13
H -0.495 -3.653 7.529  0.11
H -1.653 -2.421 7.162  0.12
H 0.424 -1.582 7.918  0.08
H -0.959 -2.028 3.848  0.04
C 0.305 5.528 -0.059  -0.25
C -0.037 5.616 1.412  -0.25
O 0.614 4.606 2.156  -0.05
O 1.694 5.717 -0.280  -0.08
H -0.299 6.235 -0.637  0.12
H -0.025 4.549 -0.427  0.12
H -1.114 5.440 1.541  0.12
H 0.123 6.638 1.802  0.11
H 1.490 4.463 1.779  0.04
H 2.089 4.831 -0.240  0.04

- Spin multiplicity: 1
- Total energy: -3294.0743 a.u.
- Charge: -2

=====

[5]
Molecular formula: C3H5F
Method: DFT, wB97M-V/def2-TZVPD

Last column: natural (NBO) charge in e.
Geometry (Å):
F 0.635 -1.746 0.556  -0.38
C 0.693 -0.317 0.310  0.18
C -0.003 0.149 -0.874  -0.47
C -0.657 0.266 0.562  -0.46
H 1.749 0.135 0.585  0.19
H 0.224 1.183 -1.157  0.23
H -0.307 -0.620 -1.525  0.23
H -0.842 1.380 0.866  0.23
H -1.493 -0.430 0.677  0.24

- Spin multiplicity: 1
- Structure (SMILES): FC1CC1
- Total energy: -217.1028 a.u.

=====

| no. | orbital gap (eV) | molecular weight (g/mol) | LUMO (eV) |
| --- | --- | --- | --- |
| 1 | 8.71 | 89.1 | -5.26 |
| 2 | 8.21 | 90.1 | 4.18 |
| 3 | 6.66 | 165.2 | 3.06 |
| 4 | 6.90 | 882.9 | 3.93 |
| 5 | 11.61 | 60.1 | 1.19 |